Entry 1:
# C27H54HgN3O3

A structure of composition C27H54HgN3O3 (wB97M-V/def2-TZVPD, the OMol25 dataset).

As for the gap between HOMO and LUMO (spin up / spin down): 0.1213 / 0.1572 hartree. The molecular weight comes out at 669.3 Da. The value obtained for the total energy is -43650.00842 eV. Its net charge is -2. Its spin multiplicity is 2. Its energy above the lowest of the compared OMol25 structures with the same formula, charge and spin is 291.5 kJ/mol.

Last column: Löwdin spin population.
Atoms and positions in Å:
Hg: -0.2915 0.9713 0.1313  0.28
C: 2.4074 2.7192 0.4424  0.02
C: 1.7973 3.4203 -0.8151  0.01
C: 2.4749 2.8262 -2.1216  0.00
C: 1.7246 3.0653 -3.4389  0.00
C: 0.2114 2.6782 -3.3511  0.00
C: -0.4753 3.4092 -2.1962  0.00
N: 0.3194 3.2542 -0.8920  0.05
O: -0.4640 3.4859 0.3698  0.06
C: -1.9635 2.7930 -2.1520  0.02
C: -0.6283 4.9561 -2.4549  0.00
C: 2.2762 4.9184 -0.7525  0.00
H: 2.3195 1.6328 0.4331  0.01
H: 2.0087 3.0313 1.4076  0.00
H: 3.4850 2.6072 0.5625  0.00
H: 2.7062 1.7653 -2.2171  0.00
H: 3.4015 3.3999 -2.1048  0.00
H: 2.2510 2.3994 -4.1227  0.00
H: 1.6316 4.0332 -3.9316  0.00
H: 0.1903 1.5901 -3.2904  0.00
H: -0.2781 3.0162 -4.2645  0.00
H: -1.9450 1.9232 -1.4954  0.02
H: -2.4876 2.4463 -3.0427  0.00
H: -2.7400 3.5126 -1.8925  0.00
H: -1.0068 5.4187 -1.5434  0.00
H: -1.5420 5.0745 -3.0374  0.00
H: 0.2313 5.5399 -2.7841  0.00
H: 2.4088 5.4473 -1.6963  0.00
H: 3.2089 5.0237 -0.1984  0.00
H: 1.5875 5.4330 -0.0824  0.00
C: 3.2434 -0.9605 -0.9458  0.00
C: 2.2556 -2.0919 -1.2813  0.01
C: 2.7728 -3.1705 -0.2999  0.00
C: 1.9795 -4.4824 -0.2724  0.00
C: 0.4282 -4.2329 -0.0868  0.00
C: -0.1382 -3.0824 -1.1066  0.01
N: 0.7391 -1.7961 -1.0806  0.01
O: 0.2405 -0.5522 -1.5440  0.23
C: -1.6925 -2.7558 -0.6825  0.00
C: -0.1877 -3.7289 -2.4481  0.00
C: 2.6215 -2.5485 -2.7490  0.00
H: 3.2137 -0.4946 0.0392  0.00
H: 3.2503 -0.2321 -1.7567  0.00
H: 4.2960 -1.2424 -0.9715  0.00
H: 2.8707 -2.8204 0.7277  0.00
H: 3.8221 -3.4385 -0.4235  0.00
H: 2.3553 -5.1940 0.4628  0.00
H: 2.0901 -5.0661 -1.1863  0.00
H: 0.1490 -3.8792 0.9057  0.00
H: 0.0662 -5.2326 -0.3268  0.00
H: -1.7403 -2.2381 0.2755  0.00
H: -2.2738 -3.6767 -0.6353  0.00
H: -2.1989 -2.1376 -1.4237  0.00
H: -1.0440 -4.3798 -2.6241  0.00
H: 0.3145 -4.6775 -2.6380  0.00
H: 0.0512 -3.0741 -3.2862  0.00
H: 3.7037 -2.5040 -2.8708  0.00
H: 2.2642 -1.8010 -3.4573  0.00
H: 2.3457 -3.5731 -2.9982  0.00
C: -3.3878 0.7624 0.9543  0.02
C: -2.9071 0.2305 2.3297  0.01
C: -3.5643 -1.2808 2.2387  0.00
C: -3.0291 -2.2064 3.3431  0.00
C: -1.4673 -2.2905 3.1761  0.00
C: -0.7334 -0.8400 3.2488  0.00
N: -1.4390 0.2341 2.4052  0.06
O: -0.8555 1.6059 2.5644  0.07
C: 0.6106 -1.1502 2.6995  0.02
C: -0.5237 -0.3605 4.6969  0.00
C: -3.6027 0.9265 3.4888  0.00
H: -4.4778 0.7658 0.9587  0.00
H: -3.0201 0.1923 0.1010  0.01
H: -3.0216 1.7450 0.6568  0.01
H: -3.5076 -1.8045 1.2844  0.00
H: -4.6503 -1.1900 2.2166  0.00
H: -3.4529 -3.2102 3.3137  0.00
H: -3.2836 -1.7968 4.3206  0.00
H: -1.2671 -2.9880 2.3628  0.00
H: -1.2214 -2.7207 4.1469  0.00
H: 1.4376 -0.4556 2.8473  0.00
H: 0.6268 -1.4629 1.6554  0.01
H: 0.9755 -1.9974 3.2802  0.00
H: 0.1939 -0.9949 5.2171  0.00
H: -1.4714 -0.2653 5.2270  0.00
H: -0.0955 0.6411 4.6579  0.00
H: -3.2633 0.3948 4.3778  0.00
H: -4.6644 0.8026 3.7021  0.00
H: -3.5549 1.9851 3.7440  0.00

Cartesian forces (eV/Å) of the 6 atoms listed first:
Hg 0.0 0.2 0.7
C -0.3 -1.2 0.2
C -0.1 -0.2 -0.9
C -0.5 1.4 0.2
C -1.3 -0.3 -0.2
C 1.7 0.2 0.3



Entry 2:
# C27H56As3InN4OPSSe3Te

A structure of composition C27H56As3InN4OPSSe3Te (wB97M-V/def2-TZVPD, the OMol25 dataset).

As for the gap between HOMO and LUMO: 0.2679 hartree. The molecular weight comes out at 1219.9 Da. The value obtained for the total energy is -448062.23756 eV. Its net charge is +1. Its energy above the lowest of the compared OMol25 structures with the same formula, charge and spin is 0.0 kJ/mol.

Last column: Löwdin charge in e.
Atoms and positions in Å:
In: -0.2039 -0.8366 -1.1052  0.00
C: 1.2687 -2.2676 3.9216  -0.30
As: 1.6404 -1.2824 2.2690  1.07
C: 3.4653 -1.9560 2.0548  -0.28
C: 2.1971 0.4713 2.9771  -0.34
C: 1.0874 1.4385 3.4126  -0.65
C: 0.0940 0.7682 4.3590  -0.08
C: 0.3433 2.0328 2.1985  -0.32
As: -0.7386 1.0083 0.9065  1.11
C: -2.2406 0.3603 1.9496  -0.27
C: -1.5953 2.5520 0.0848  -0.28
C: 1.7490 2.6633 4.0859  -0.38
As: 2.6403 2.7059 5.8696  1.13
C: 1.0673 2.6593 7.0441  -0.35
C: 3.2742 0.8813 6.2359  -0.36
H: 1.9817 -2.0000 4.7022  0.03
H: 1.3688 -3.3301 3.6999  0.03
H: 0.2553 -2.0872 4.2734  0.01
H: 3.9482 -2.0253 3.0301  0.03
H: 4.0414 -1.2822 1.4236  0.01
H: 3.4456 -2.9392 1.5866  0.03
H: 2.7884 0.9375 2.1812  0.07
H: 2.8751 0.2876 3.8088  0.05
H: -0.4358 -0.0463 3.8653  0.04
H: -0.6464 1.4877 4.7168  0.09
H: 0.6013 0.3504 5.2257  0.06
H: 1.0574 2.5724 1.5753  0.06
H: -0.3830 2.7645 2.5666  0.08
H: -2.4007 1.0150 2.8042  0.04
H: -2.0621 -0.6602 2.2836  0.02
H: -3.1181 0.3836 1.3080  0.01
H: -2.1498 3.1110 0.8380  0.04
H: -2.2685 2.1933 -0.6920  0.01
H: -0.8438 3.1980 -0.3679  0.02
H: 1.0051 3.4602 4.1993  0.06
H: 2.5025 3.0595 3.3985  0.06
H: 0.3993 3.4797 6.7820  0.02
H: 1.4099 2.8205 8.0657  0.02
H: 0.5201 1.7206 7.0017  0.01
H: 4.1468 0.6494 5.6267  0.01
H: 2.5175 0.1102 6.1046  0.00
H: 3.5897 0.8809 7.2797  0.02
Se: -0.5055 -2.9835 0.3444  0.04
Se: -1.8427 -4.1428 -1.2189  -0.11
Te: -0.3263 -4.2577 -3.1984  0.40
Se: -0.0191 -1.7923 -3.5856  0.00
N: 2.1474 1.8770 -0.6223  0.10
C: 2.7858 0.6995 -0.8705  -0.71
N: 2.1751 -0.4393 -1.0469  0.02
C: 3.1020 -1.4611 -1.3158  -0.32
C: 2.8065 -2.8018 -1.5264  -0.08
C: 3.8460 -3.6856 -1.7459  -0.05
C: 5.1746 -3.2577 -1.7515  -0.07
C: 5.4847 -1.9276 -1.5357  -0.08
C: 4.4341 -1.0455 -1.3267  -0.48
S: 4.5207 0.6598 -0.9836  1.11
H: 1.2392 1.9505 -1.0768  0.03
H: 2.7178 2.7069 -0.6324  0.10
H: 1.7871 -3.1563 -1.5022  -0.02
H: 3.6180 -4.7302 -1.9116  0.11
H: 5.9701 -3.9706 -1.9209  0.11
H: 6.5111 -1.5863 -1.5251  0.11
C: -0.9288 1.5300 -4.9320  -0.16
P: 0.2913 1.8957 -3.6746  0.57
C: 0.3403 3.6866 -3.5510  -0.15
C: 1.8913 1.3698 -4.2885  -0.15
O: -0.0238 1.2866 -2.3207  -0.49
H: -0.6718 2.0415 -5.8607  0.07
H: -1.9037 1.8815 -4.5907  0.05
H: -0.9661 0.4541 -5.1041  0.01
H: 0.6284 4.1316 -4.5038  0.07
H: 1.0654 3.9821 -2.7918  0.05
H: -0.6438 4.0583 -3.2643  0.06
H: 2.0904 1.7924 -5.2739  0.07
H: 1.9071 0.2800 -4.3468  0.02
H: 2.6672 1.6993 -3.5947  0.05
C: -4.4551 0.6797 -4.2020  -0.07
C: -4.0621 -0.7705 -3.9449  -0.20
N: -4.4136 -1.2012 -2.5951  -0.07
C: -5.7190 -1.8538 -2.4650  -0.20
C: -5.6662 -3.3392 -2.7901  -0.06
C: -3.5675 -1.0387 -1.5648  -0.42
C: -3.9792 -1.5815 -0.2295  -0.05
N: -2.4355 -0.3903 -1.6592  0.04
H: -4.1687 0.9859 -5.2089  0.08
H: -3.9797 1.3491 -3.4811  0.07
H: -5.5338 0.8086 -4.1074  0.08
H: -2.9983 -0.9483 -4.1167  0.08
H: -4.5864 -1.4271 -4.6392  0.12
H: -6.4007 -1.3406 -3.1459  0.12
H: -6.1108 -1.6885 -1.4646  0.11
H: -5.2759 -3.5074 -3.7947  0.08
H: -6.6649 -3.7730 -2.7382  0.08
H: -5.0191 -3.8694 -2.0906  0.05
H: -4.7067 -0.9105 0.2343  0.10
H: -3.1030 -1.6554 0.4069  0.01
H: -4.4281 -2.5676 -0.3135  0.07
H: -2.2901 -0.0153 -2.5907  0.00

Cartesian forces (eV/Å) of the 6 atoms listed first:
In -0.1 -0.3 -0.2
C 0.0 0.0 0.0
As 0.0 -0.1 0.0
C 0.0 0.0 -0.1
C -0.1 0.0 0.0
C 0.0 0.0 0.0



Entry 3:
# C27H56B3Cl20FIO6P

A structure of composition C27H56B3Cl20FIO6P (wB97M-V/def2-TZVPD, the OMol25 dataset).

As for the gap between HOMO and LUMO: 0.2846 hartree. The molecular weight comes out at 1395.1 Da. The value obtained for the total energy is -313784.80213 eV.

Last column: Löwdin charge in e.
Atoms and positions in Å:
C: -3.2214 -4.3750 -0.4591  -0.08
C: -2.0584 -4.4538 0.6193  -0.28
O: -0.9901 -3.6049 0.2346  -0.16
C: -0.0705 -4.2582 -0.6233  -0.18
C: 1.3917 -3.7743 -0.3031  -0.15
O: 1.8990 -2.8851 -1.2944  -0.15
C: 2.3231 -1.6315 -0.7459  -0.07
B: 1.2044 -0.5309 -1.0896  -0.43
O: 0.0664 -0.9343 -1.8649  0.26
B: 0.3899 -0.4207 -3.1606  -0.40
C: 0.3949 -1.4346 -4.4024  -0.22
C: -0.5499 -1.0447 -5.5923  -0.06
F: 1.7306 -1.5399 -4.8621  -0.04
O: 0.7282 0.9548 -3.2025  0.21
B: 0.8008 1.5419 -1.9115  -0.68
P: 0.3183 3.4150 -1.8041  0.55
O: -0.4533 3.7783 -3.2899  -0.40
I: -1.2815 3.7708 0.0020  0.50
O: 1.2522 0.8457 -0.7505  0.19
H: -3.0188 -3.5805 -1.2110  0.08
H: -3.2980 -5.3643 -0.9514  0.01
H: -4.1860 -4.1019 0.0245  0.07
H: -1.7421 -5.5320 0.7294  0.01
H: -2.4893 -4.1846 1.6094  0.12
H: -0.3264 -4.0930 -1.6933  0.13
H: -0.0557 -5.3644 -0.4746  0.11
H: 2.0922 -4.6424 -0.2673  0.13
H: 1.3211 -3.3195 0.7131  0.13
H: 3.2375 -1.3421 -1.3310  0.14
H: 2.6174 -1.6831 0.3234  0.13
H: 0.1189 -2.4339 -4.0124  0.14
H: 0.0806 -0.9793 -6.5053  0.09
H: -1.0713 -0.0960 -5.3792  0.05
H: -1.2490 -1.8914 -5.7478  0.05
H: 0.0666 3.3951 -4.0053  0.03
Cl: 4.3575 0.7793 2.3696  0.54
C: 4.4363 1.1136 0.6207  -0.70
C: 5.7082 0.5889 -0.0062  -0.66
Cl: 7.1457 1.4944 0.5319  0.54
H: 4.3306 2.1892 0.4827  -0.02
H: 3.5739 0.6277 0.1685  0.04
H: 5.6543 0.6951 -1.0900  0.07
H: 5.8659 -0.4635 0.2266  0.07
Cl: -0.8518 7.1219 -0.4440  0.48
C: -0.2461 8.3479 0.6993  -0.66
C: -1.2311 8.6232 1.8114  -0.66
Cl: -2.6912 9.4605 1.2254  0.54
H: -0.0155 9.2511 0.1361  0.07
H: 0.6805 7.9600 1.1176  0.01
H: -0.7716 9.2718 2.5570  0.07
H: -1.5438 7.7036 2.3038  0.06
Cl: -2.8610 2.2319 4.2827  0.52
C: -1.1233 2.0621 3.9229  -0.67
C: -0.2811 3.0619 4.6829  -0.68
Cl: -0.5398 4.7289 4.1092  0.53
H: -0.9899 2.1684 2.8471  0.02
H: -0.8408 1.0472 4.2041  0.03
H: 0.7766 2.8377 4.5361  0.07
H: -0.4913 3.0357 5.7487  0.02
Cl: -3.7382 -0.9893 -6.8935  0.57
C: -3.9953 0.1147 -8.2691  -0.65
C: -2.6967 0.5387 -8.9164  -0.66
Cl: -1.7373 1.6072 -7.8627  0.55
H: -4.5612 0.9727 -7.9107  0.07
H: -4.6093 -0.4217 -8.9924  0.07
H: -2.9061 1.0988 -9.8275  0.07
H: -2.0813 -0.3208 -9.1770  0.07
Cl: 0.4601 -1.2315 5.6399  0.55
C: 1.0681 -0.0551 6.8322  -0.65
C: 0.0733 0.1980 7.9424  -0.63
Cl: -1.3659 1.0746 7.3652  0.59
H: 1.3177 0.8631 6.3025  0.06
H: 1.9861 -0.4703 7.2472  0.07
H: 0.5323 0.8153 8.7147  0.08
H: -0.2593 -0.7312 8.4017  0.07
Cl: 2.7354 6.8455 2.4142  0.57
C: 3.6650 6.2445 1.0139  -0.70
C: 2.8941 5.2228 0.2098  -0.64
Cl: 2.6809 3.7000 1.1091  0.61
H: 4.5965 5.8376 1.3849  -0.01
H: 3.8937 7.1086 0.3907  0.04
H: 3.4419 4.9826 -0.7017  0.07
H: 1.9073 5.5887 -0.0738  0.03
Cl: -5.2153 -8.1433 -1.5787  0.55
C: -3.6346 -8.8054 -2.0682  -0.70
C: -2.7355 -9.0661 -0.8824  -0.63
Cl: -2.1985 -7.5542 -0.1034  0.65
H: -3.1795 -8.1080 -2.7700  0.07
H: -3.8311 -9.7373 -2.5935  0.02
H: -1.8379 -9.5910 -1.2094  0.06
H: -3.2324 -9.6760 -0.1299  0.07
Cl: -5.5655 3.0537 11.1014  0.53
C: -5.4791 3.4330 9.3624  -0.67
C: -4.1988 2.9343 8.7328  -0.68
Cl: -2.7735 3.8368 9.3031  0.52
H: -5.5880 4.5099 9.2464  0.07
H: -6.3341 2.9496 8.8903  0.07
H: -4.2444 3.0655 7.6513  0.07
H: -4.0352 1.8785 8.9417  0.05
Cl: 6.1846 8.8504 -0.4216  0.56
C: 7.4524 8.0057 0.5028  -0.65
C: 7.8476 6.6954 -0.1393  -0.63
Cl: 6.5472 5.4820 -0.0397  0.61
H: 7.0884 7.8593 1.5186  0.07
H: 8.3138 8.6720 0.5408  0.07
H: 8.7112 6.2772 0.3774  0.08
H: 8.1077 6.8264 -1.1881  0.07
Cl: -4.9127 -11.3802 -5.6246  0.54
C: -3.3376 -12.0471 -6.1215  -0.66
C: -2.4357 -12.3112 -4.9384  -0.65
Cl: -1.8936 -10.8016 -4.1626  0.59
H: -2.8822 -11.3509 -6.8235  0.07
H: -3.5391 -12.9805 -6.6466  0.07
H: -1.5404 -12.8389 -5.2663  0.07
H: -2.9332 -12.9189 -4.1847  0.07

Cartesian forces (eV/Å) of the 6 atoms listed first:
C 0.2 -0.1 0.5
C -1.6 -0.4 -0.6
O 0.3 -0.8 0.6
C 1.2 -0.4 -0.3
C -0.8 -0.6 -0.1
O 0.3 0.2 1.1



Entry 4:
# C27H57Be2Br2ClFKN7O9

A structure of composition C27H57Be2Br2ClFKN7O9 (wB97M-V/def2-TZVPD, the OMol25 dataset).

As for the gap between HOMO and LUMO: 0.0811 hartree. The molecular weight comes out at 895.2 Da. The value obtained for the total energy is -230217.53236 eV. Its net charge is -1.

Last column: Löwdin charge in e.
Atoms and positions in Å:
C: 2.4704 -2.0653 4.0583  -0.27
C: 1.6191 -0.8087 3.8622  -0.28
C: 0.1344 -1.1430 3.9288  -0.16
C: -0.6374 0.1483 3.7288  -0.16
O: -0.6318 0.4953 2.3481  -0.04
C: -1.6803 0.1353 1.5548  -0.40
O: -2.2453 -0.9760 2.0754  -0.03
C: -2.1465 -2.2388 1.4007  -0.32
C: -2.9518 -3.2425 2.2249  -0.07
C: -1.0593 -0.0601 0.1724  -0.17
C: 0.3489 -0.7228 0.2663  -0.12
C: 1.4962 0.2647 0.2504  -0.24
N: 1.9234 0.6243 -1.1047  -0.07
C: 2.5428 -0.5172 -1.8375  -0.19
C: 2.0530 -0.4786 -3.2900  -0.20
C: 2.9434 1.6206 -1.0560  -0.47
C: 3.2860 2.2682 -2.3804  -0.14
O: 3.5317 1.9365 -0.0460  0.11
N: -0.8461 1.2812 -0.4725  0.08
C: -2.1481 1.9097 -0.8581  -0.26
C: -2.5195 1.7504 -2.3324  -0.13
C: -3.2860 0.5208 -2.7729  -0.30
N: -4.7203 0.6165 -2.4354  -0.03
C: -3.2659 1.6302 0.1334  -0.16
C: -4.4641 2.5716 0.0843  -0.12
C: -4.2169 4.0607 -0.1684  -0.25
N: -5.5412 4.6381 -0.5591  -0.01
N: -2.7626 1.3212 1.5434  0.05
C: -2.3470 2.5182 2.2879  0.01
C: -1.2030 3.4054 1.7178  -0.39
O: -1.5229 4.4279 1.1517  0.11
N: 0.1472 3.1009 1.9561  -0.15
C: 0.5581 3.4844 3.3180  -0.03
C: 0.9894 3.7438 0.9457  -0.05
O: -3.9532 0.6825 2.0939  0.07
C: -4.3349 1.1118 3.2461  -0.31
N: -4.6355 1.5521 4.2940  0.21
H: 3.4896 -1.8598 3.6368  -0.14
H: 2.0077 -2.8506 3.4710  0.02
H: 2.5037 -2.3132 5.1132  0.08
H: 1.8378 -0.0548 4.6152  0.11
H: 1.8131 -0.3378 2.8950  0.06
H: -0.1542 -1.8850 3.1960  0.10
H: -0.0784 -1.4644 4.9453  0.13
H: -0.0432 0.9158 4.2203  0.11
H: -1.5878 0.1841 4.2592  0.13
H: -2.6424 -2.2177 0.3671  -0.12
H: -1.1438 -2.6555 1.3165  0.11
H: -3.9286 -3.3942 1.7873  0.03
H: -2.4087 -4.1773 2.2645  0.07
H: -3.0270 -2.8420 3.2308  0.08
H: -1.7131 -0.5886 -0.5125  0.11
H: 0.4073 -1.3818 -0.5992  0.12
H: 0.4566 -1.3681 1.1303  0.05
H: 2.4081 -0.2020 0.7674  0.02
H: 1.2352 1.1152 0.8618  0.09
H: 2.3551 -1.4634 -1.3600  0.06
H: 3.6164 -0.3494 -1.8594  0.13
H: 1.4142 0.4108 -3.4003  0.07
H: 1.4194 -1.3549 -3.5545  0.03
H: 2.9073 -0.3126 -3.9862  0.02
H: 4.2399 1.8339 -2.7372  -0.09
H: 3.5220 3.3264 -2.1796  0.01
H: 2.5055 2.1627 -3.1242  0.06
H: -0.4657 1.0198 -1.3728  0.10
H: -1.9145 2.9690 -0.7726  0.11
H: -1.6063 1.8327 -2.9209  0.11
H: -3.1195 2.6115 -2.6180  0.12
H: -3.2357 0.4917 -3.8654  0.10
H: -2.8962 -0.4391 -2.4441  0.04
H: -4.9932 -0.3058 -2.0984  -0.10
H: -5.2493 0.7467 -3.2852  0.07
H: -3.6943 0.6740 -0.1792  0.10
H: -5.1174 2.5006 0.9496  0.12
H: -5.0558 2.2214 -0.7539  0.10
H: -3.9301 4.5317 0.7649  0.09
H: -3.5440 4.2734 -0.9849  0.11
H: -5.3544 5.5909 -0.8496  0.06
H: -6.0518 4.7543 0.3082  0.06
H: -2.0525 2.3049 3.3093  0.12
H: -3.1671 3.2167 2.3644  0.13
H: 1.1125 4.4169 3.2578  0.09
H: -0.2699 3.5492 4.0133  0.09
H: 1.2666 2.7440 3.6790  0.08
H: 1.0998 4.8122 1.1041  0.10
H: 1.9850 3.3178 1.0217  0.08
H: 0.6333 3.5331 -0.0498  0.09
Br: -4.3006 -2.0360 -0.7043  0.09
Be: 3.0312 -2.0553 1.5482  0.53
O: 3.1284 -3.5795 -1.3274  -0.14
H: 4.0885 -3.4711 -1.3162  0.02
H: 2.9862 -4.3727 -0.8006  0.03
O: 5.7094 -4.6645 -2.1023  0.01
C: 5.6233 -4.8633 -3.3145  -0.30
C: 5.0957 -6.5928 -3.5301  -0.32
O: 5.0158 -6.8201 -4.7490  -0.05
H: 6.5424 -4.8440 -3.9273  0.12
H: 4.8567 -4.3171 -3.8999  0.10
H: 4.1637 -6.6820 -2.9452  0.07
H: 5.8426 -7.1584 -2.9458  0.12
Be: 4.9567 2.7703 -4.0236  0.32
O: 1.9016 -7.0399 -4.8484  -0.63
H: 2.8690 -7.1562 -4.9378  -0.03
F: 3.7601 5.0894 -2.1125  -0.76
K: 1.8154 -1.0830 -5.7755  0.89
Br: 1.6972 -5.6176 -3.7405  0.72
Cl: 5.0515 -3.0304 3.0309  -0.35

Cartesian forces (eV/Å) of the 6 atoms listed first:
C 0.0 2.0 -0.6
C -0.4 -0.7 -0.1
C 0.1 1.2 0.7
C 0.5 -0.2 0.6
O -0.6 1.5 0.4
C 2.3 -2.2 0.0



no.,largest force on an atom (eV/Å)
1,3.20
2,0.33
3,2.78
4,5.01